Here is C31H35N8PReS2 as an isolated structure in a non-equilibrium geometry from OMol25. Energies are from ωB97M-V with the def2-TZVPD basis set.

Last column: Löwdin spin population.
Positions of all 78 atoms, in Å:
Re  0.85063  0.81355  -0.46092  1.06
C  5.33423  1.94035  2.87488  0.00
N  4.30033  1.14525  2.26558  0.01
C  3.98933  -0.13845  2.57328  0.00
C  2.95423  -0.49905  1.75108  0.01
N  2.63573  0.54395  0.95178  0.01
C  3.45903  1.53525  1.28098  0.01
P  3.47083  3.21885  0.56358  0.00
C  1.69713  3.54105  0.88508  0.01
N  0.69943  2.66815  0.73928  0.00
C  -0.41907  3.25985  1.22738  0.00
C  -0.09107  4.51045  1.67368  0.00
N  1.23633  4.67675  1.45028  0.00
C  1.99593  5.87495  1.69118  0.00
C  3.30193  2.63165  -1.16452  0.01
N  2.46953  1.69525  -1.62702  0.00
C  2.85213  1.42115  -2.90032  0.00
C  3.92913  2.20515  -3.21282  0.00
N  4.19263  2.96365  -2.12082  0.00
C  5.20343  3.98135  -2.01542  0.00
H  5.83303  1.34665  3.63778  0.00
H  6.07423  2.24895  2.13478  0.00
H  4.91293  2.83235  3.34128  0.00
H  4.50243  -0.69295  3.33398  0.00
H  2.42953  -1.43295  1.69398  0.00
H  -1.36807  2.76055  1.22388  0.00
H  -0.69877  5.27075  2.12248  0.00
H  1.31693  6.67895  1.96458  0.00
H  2.70703  5.73645  2.50618  0.00
H  2.53873  6.16505  0.79128  0.00
H  2.34083  0.69095  -3.49962  0.00
H  4.51913  2.26255  -4.10522  0.00
H  5.65793  4.13255  -2.99122  0.00
H  4.75903  4.92165  -1.68722  0.00
H  5.97993  3.69115  -1.30672  0.00
S  -0.36177  -0.50275  1.15408  -0.03
C  -0.67987  -2.00655  0.36778  0.02
N  -1.13337  -3.03425  1.12048  0.03
C  -1.40247  -4.28175  0.44358  0.00
C  -2.02957  -3.97635  -0.91382  0.00
N  -1.10677  -3.16665  -1.68322  0.06
C  -1.17857  -3.27555  -3.12882  0.00
C  -2.49887  -2.75375  -3.66252  0.00
C  -2.63957  -1.39985  -3.95122  0.00
C  -3.83347  -0.90775  -4.44602  0.00
C  -4.90467  -1.76575  -4.64952  0.00
C  -4.77527  -3.11585  -4.36082  0.00
C  -3.57877  -3.60825  -3.86892  0.00
C  -0.47987  -2.16825  -1.02122  0.02
S  0.75363  -1.22325  -1.80932  -0.05
C  -1.15897  -2.96965  2.56428  0.00
C  -2.38297  -2.27585  3.11718  0.00
C  -2.24537  -1.28785  4.08558  0.00
C  -3.36557  -0.69945  4.64548  0.00
C  -4.63147  -1.08195  4.23358  0.00
C  -4.77407  -2.06755  3.26748  0.00
C  -3.65527  -2.66075  2.71198  0.00
H  -2.08267  -4.87465  1.05378  0.00
H  -0.47147  -4.85025  0.30448  0.00
H  -2.98217  -3.44585  -0.77382  0.00
H  -2.22137  -4.90865  -1.44752  0.00
H  -1.06607  -4.32945  -3.40112  0.00
H  -0.35117  -2.71115  -3.56012  0.00
H  -1.80207  -0.73425  -3.79412  0.00
H  -3.92717  0.14185  -4.68472  0.00
H  -5.83847  -1.38055  -5.02812  0.00
H  -5.60497  -3.78735  -4.52882  0.00
H  -3.48647  -4.66375  -3.65502  0.00
H  -0.26537  -2.44495  2.91858  0.00
H  -1.12477  -3.99735  2.93378  0.00
H  -1.26047  -0.99585  4.41768  0.00
H  -3.24887  0.04695  5.41628  0.00
H  -5.50587  -0.61475  4.66028  0.00
H  -5.75707  -2.38745  2.96108  0.00
H  -3.77717  -3.43945  1.97318  0.00
C  -0.61327  1.51235  -1.60822  -0.20
H  -1.27567  2.33865  -1.35032  -0.01
H  -0.84077  1.15355  -2.60992  0.00

Forces on atoms 1 to 6 (eV/Å):
Re -1.39 0.43 -1.17
C 0.56 0.47 0.30
N -0.55 -0.14 -0.44
C -0.30 -0.53 -0.05
C 0.35 -0.33 0.44
N -0.18 0.40 -0.14

Summary:
- HOMO (alpha / beta): -12.734 / -12.546 eV
- Maximum force: 4.03 eV/Å
- Total charge: +2
- Multiplicity: 2
- Calculated total energy: -2855.91496 hartree
- <S²>: 0.87
- E_LUMO (alpha / beta): -6.6 / -6.5 eV